DFT (wB97M-V/def2-TZVPD) results for a molecular structure, C4H9N3O in a non-equilibrium geometry.

CARTESIAN COORDINATES (ANGSTROEM)
C (-0.67, 1.39, -1.13)
N (-0.32, -0.01, -1.06)
C (0.79, -0.33, -0.25)
N (2.41, 0.23, 1.27)
C (-1.14, -0.90, -0.06)
C (-2.00, -0.46, 0.85)
O (1.52, -1.42, -0.66)
N (1.21, 0.46, 0.68)
H (1.15, -1.71, -1.51)
H (2.83, -0.69, 1.12)
H (2.45, 0.61, 2.20)
H (-1.12, -1.93, -0.39)
H (-1.76, 1.50, -1.11)
H (-0.28, 1.77, -2.07)
H (-0.30, 2.05, -0.34)
H (-2.77, -1.12, 1.22)
H (-2.00, 0.55, 1.22)

The HOMO energy (alpha / beta) comes out at -7.59 / -7.59 eV. The total charge is 0. The relative energy (zero: lowest compared OMol25 entry of this formula, charge and spin) comes out at 3.857 eV. The maximum force comes out at 4.2 eV Å⁻¹.

Atomic partial charges in e from the natural (NBO) method, atoms 1 to 4: C -0.429; N -0.461; C 0.574; N -0.654